Formula: CH4FFeO
Source: the OMol25 dataset
Level of theory: the ωB97M-V functional and the def2-TZVPD basis

```
! RIJCOSX wB97M-V def2-TZVPD def2/J DEFGRID3
* xyz 2 6
F -0.968 1.702 -0.646
Fe 0.543 0.995 -1.288
O 0.230 -0.706 -0.598
H 0.309 -1.503 -1.130
C -1.398 -0.696 0.100
H -1.924 -1.352 -0.610
H -1.177 -0.625 1.174
H -2.356 -0.211 0.294
*
```

Values from the calculation:
* LUMO level (spin up / spin down): -12.8 / -15.6 eV